Density functional theory data (the ωB97M-V functional and the def2-TZVPD basis) for C25H51BrF5KN4O5SSi as an isolated structure.

Atoms and positions in Å:
K  0.978  2.257  -0.655
N  -1.710  1.605  -1.049
C  -2.704  2.100  -1.998
C  -2.016  2.926  -3.083
C  -1.403  4.211  -2.516
C  -0.185  4.698  -3.294
N  0.941  3.782  -3.099
H  -1.221  0.812  -1.454
H  -2.131  1.238  -0.198
H  -3.411  2.735  -1.453
H  -3.290  1.296  -2.465
H  -2.731  3.165  -3.876
H  -1.235  2.304  -3.537
H  -1.078  4.023  -1.488
H  -2.159  5.004  -2.484
H  0.103  5.681  -2.912
H  -0.452  4.827  -4.353
H  1.810  4.224  -3.370
H  0.859  2.964  -3.709
C  -1.988  -2.900  -2.135
C  -0.713  -2.201  -1.661
C  -0.204  -1.252  -2.740
C  0.350  -3.255  -1.346
O  -0.977  -1.379  -0.522
Si  -1.464  -1.661  1.042
S  -1.691  0.109  2.017
O  -0.271  -2.695  1.575
C  -0.153  -3.503  2.735
C  -0.800  -4.862  2.456
C  -0.798  -2.861  3.963
C  1.346  -3.675  2.968
O  -2.797  -2.684  1.033
C  -4.189  -2.390  1.067
C  -4.614  -2.117  2.509
C  -4.888  -3.646  0.551
C  -4.549  -1.199  0.177
H  -1.766  -3.531  -2.999
H  -2.733  -2.158  -2.434
H  -2.405  -3.515  -1.336
H  0.086  -1.795  -3.641
H  0.663  -0.689  -2.386
H  -0.981  -0.534  -3.017
H  0.623  -3.788  -2.260
H  -0.019  -3.966  -0.606
H  1.246  -2.782  -0.937
H  -1.833  -4.706  2.141
H  -0.782  -5.487  3.353
H  -0.266  -5.379  1.653
H  -1.886  -2.843  3.860
H  -0.468  -1.827  4.066
H  -0.532  -3.426  4.861
H  1.814  -4.060  2.059
H  1.537  -4.369  3.791
H  1.797  -2.709  3.204
H  -4.403  -2.990  3.135
H  -5.686  -1.900  2.554
H  -4.055  -1.262  2.893
H  -4.576  -4.513  1.140
H  -4.623  -3.825  -0.494
H  -5.973  -3.537  0.627
H  -4.154  -0.277  0.606
H  -5.635  -1.118  0.079
H  -4.113  -1.327  -0.816
N  2.597  0.762  -2.046
C  3.205  -0.423  -1.453
C  3.232  -0.335  0.071
N  1.897  -0.074  0.610
H  2.398  0.628  -3.038
H  3.230  1.556  -1.981
H  4.230  -0.618  -1.796
H  2.603  -1.288  -1.746
H  3.882  0.496  0.364
H  3.695  -1.255  0.458
H  1.909  -0.015  1.621
H  1.248  -0.822  0.379
C  -0.172  3.817  1.987
O  0.380  4.652  0.976
H  -0.664  4.443  2.737
H  0.594  3.227  2.497
H  -0.914  3.126  1.575
H  1.289  4.356  0.784
F  7.563  2.626  2.832
C  6.417  2.871  2.159
C  5.284  3.307  2.822
F  5.339  3.496  4.153
C  4.113  3.550  2.138
F  3.045  3.979  2.841
C  3.963  3.376  0.736
O  2.877  3.587  0.104
C  5.164  2.940  0.113
F  5.152  2.742  -1.222
C  6.339  2.690  0.791
F  7.426  2.269  0.122
Br  1.238  0.967  -5.377

Properties
Charge: -2
Energy relative to the best compared isomer or geometry (same formula, charge and spin): 0.172 eV
Molar mass: 761.85 g mol⁻¹

Here are the Löwdin charges for atoms 1 to 5, given in e: atom 1 (K): 0.714, atom 2 (N): -0.031, atom 3 (C): -0.284, atom 4 (C): -0.203, atom 5 (C): -0.217

Density functional theory data (the ωB97M-V functional and the def2-TZVPD basis) for an isolated ion of composition C2HO2S2 and charge -1.

Atoms and positions in Å:
O  1.168  0.426  -1.342
C  0.938  0.575  -0.123
O  1.584  1.104  0.771
C  -0.314  -0.250  0.349
S  -1.944  0.226  -0.531
S  -0.989  -1.613  -0.601
H  -0.444  -0.468  1.476

Properties
Charge: -1
Energy relative to the best compared isomer or geometry (same formula, charge and spin): 0.294 eV
Molar mass: 121.16 g mol⁻¹
SMILES string: O=C([O-])C1SS1

Here are the Löwdin charges for atoms 1 to 5, given in e: atom 1 (O): -0.110, atom 2 (C): -0.855, atom 3 (O): -0.052, atom 4 (C): -0.826, atom 5 (S): 0.367

Density functional theory data (the ωB97M-V functional and the def2-TZVPD basis) for a single C18H32N4O2S molecule.

Atoms and positions in Å:
C  2.607  4.480  1.700
C  2.054  3.177  1.136
C  0.962  3.454  0.094
C  0.258  2.223  -0.336
N  -0.966  1.913  0.001
N  -1.283  0.748  -0.574
C  -0.246  0.348  -1.250
S  -0.147  -1.128  -2.185
C  0.075  -2.321  -0.812
C  -0.703  -1.947  0.445
O  -0.056  -1.540  1.397
N  -2.035  -2.123  0.474
C  -2.838  -2.550  -0.661
C  -3.597  -1.393  -1.320
C  -3.771  -3.695  -0.243
C  -4.586  -3.342  0.994
C  -3.638  -2.972  2.128
C  -2.705  -1.822  1.740
C  -3.401  -0.462  1.737
N  0.772  1.254  -1.149
C  2.075  1.167  -1.747
C  2.993  0.205  -0.981
C  4.456  0.531  -1.253
O  4.720  1.837  -0.790
C  6.049  2.240  -0.991
H  1.821  5.055  2.183
H  3.038  5.086  0.906
H  3.383  4.274  2.433
H  2.870  2.614  0.681
H  1.627  2.579  1.943
H  0.207  4.113  0.525
H  1.401  3.952  -0.775
H  -0.187  -3.299  -1.212
H  1.131  -2.316  -0.539
H  -2.157  -2.949  -1.416
H  -3.799  -1.641  -2.359
H  -2.994  -0.490  -1.283
H  -4.543  -1.196  -0.829
H  -4.428  -3.931  -1.082
H  -3.169  -4.581  -0.025
H  -5.261  -2.513  0.781
H  -5.200  -4.197  1.287
H  -4.199  -2.681  3.017
H  -3.035  -3.848  2.382
H  -1.895  -1.768  2.476
H  -3.578  -0.152  2.764
H  -4.354  -0.488  1.221
H  -2.764  0.275  1.257
H  1.960  0.834  -2.783
H  2.519  2.164  -1.735
H  2.802  0.299  0.089
H  2.797  -0.825  -1.278
H  4.667  0.466  -2.333
H  5.105  -0.192  -0.735
H  6.130  3.251  -0.598
H  6.307  2.239  -2.057
H  6.749  1.584  -0.459

Properties
Charge: 0
Energy relative to the best compared isomer or geometry (same formula, charge and spin): 0.000 eV
Molar mass: 368.55 g mol⁻¹
SMILES string: CCCc1nnc(SCC(=O)N2[C@H](C)CCC[C@@H]2C)n1CCCOC

Here are the Löwdin charges for atoms 1 to 5, given in e: atom 1 (C): -0.108, atom 2 (C): -0.244, atom 3 (C): -0.129, atom 4 (C): -0.300, atom 5 (N): 0.089

Density functional theory data (the ωB97M-V functional and the def2-TZVPD basis) for a single C3H9NP2 molecule.

Atoms and positions in Å:
C  -2.629  -0.147  -0.664
C  2.496  -0.175  -0.718
C  -0.194  1.152  0.285
N  0.116  -1.175  0.423
P  -1.309  -0.175  0.402
P  1.276  0.037  0.369
H  -3.150  -1.048  -0.912
H  -2.164  0.454  -1.501
H  2.045  -0.113  -1.670
H  3.462  0.196  -0.499
H  -0.158  1.914  -0.606
H  -0.116  1.828  1.253
H  0.344  -2.126  0.495
H  -1.702  -0.596  1.711
H  1.684  -0.023  1.632

Properties
Charge: 0
Energy relative to the best compared isomer or geometry (same formula, charge and spin): 3.256 eV
Molar mass: 121.06 g mol⁻¹

Here are the Löwdin charges for atoms 1 to 5, given in e: atom 1 (C): -0.311, atom 2 (C): -0.289, atom 3 (C): -0.440, atom 4 (N): -0.336, atom 5 (P): 0.616

Density functional theory data (the ωB97M-V functional and the def2-TZVPD basis) for a 8-piece molecular cluster, C38H92Br6O24P6 overall.

Atoms and positions in Å:
C  3.795  2.921  3.385
C  4.159  4.258  4.134
O  5.432  4.265  4.754
P  6.742  4.626  3.900
O  6.808  6.024  3.337
O  7.913  4.292  4.928
C  8.331  5.176  5.905
C  9.849  5.224  6.159
O  6.972  3.526  2.741
C  7.942  3.672  1.731
C  8.945  2.508  1.834
H  2.914  3.079  2.763
H  4.603  2.701  2.688
H  3.657  2.065  4.047
H  4.113  5.048  3.384
H  3.364  4.508  4.837
H  8.016  6.211  5.767
H  7.843  4.902  6.840
H  10.059  4.254  6.611
H  10.345  5.188  5.189
H  10.157  6.140  6.662
H  7.435  3.528  0.777
H  8.472  4.624  1.715
H  9.273  2.430  2.871
H  8.431  1.562  1.659
H  9.721  2.551  1.070
C  -0.119  -6.992  1.003
C  -0.414  -5.502  1.260
O  0.693  -4.607  0.990
P  0.836  -4.043  -0.559
O  -0.424  -3.467  -1.162
O  2.075  -2.944  -0.474
C  1.834  -1.747  0.138
C  3.129  -1.223  0.734
O  1.576  -5.248  -1.357
C  1.294  -5.535  -2.710
C  2.350  -6.587  -3.227
H  -0.961  -7.571  1.383
H  0.005  -7.181  -0.064
H  0.809  -7.320  1.470
H  -1.353  -5.155  0.828
H  -0.682  -5.372  2.309
H  1.411  -1.044  -0.579
H  1.027  -1.859  0.862
H  3.012  -0.172  0.999
H  3.533  -1.832  1.542
H  3.897  -1.100  -0.030
H  0.301  -5.982  -2.677
H  1.247  -4.703  -3.413
H  3.384  -6.242  -3.223
H  2.325  -7.469  -2.587
H  2.080  -6.912  -4.231
C  3.784  -4.699  3.308
C  2.988  -3.814  4.178
O  3.765  -2.715  4.544
P  3.322  -1.697  5.724
O  4.373  -0.660  6.061
O  1.915  -1.068  5.313
C  1.784  -0.391  4.096
C  0.448  0.134  3.826
O  2.976  -2.638  7.002
C  2.850  -2.113  8.341
C  4.249  -2.026  9.032
H  4.806  -4.910  3.623
H  3.366  -5.694  3.154
H  3.843  -4.239  2.321
H  2.031  -3.460  3.795
H  2.769  -4.348  5.102
H  2.601  0.318  3.958
H  1.890  -1.106  3.281
H  -0.257  -0.689  3.941
H  0.190  0.999  4.438
H  0.276  0.494  2.812
H  2.330  -1.160  8.246
H  2.228  -2.764  8.955
H  4.843  -2.939  9.001
H  4.903  -1.268  8.602
H  4.101  -1.995  10.112
C  -8.821  -0.091  2.048
C  -7.960  -1.210  1.390
O  -7.425  -0.581  0.234
P  -6.064  -1.217  -0.441
O  -5.348  -0.223  -1.190
O  -6.513  -2.550  -1.274
C  -7.314  -2.592  -2.397
C  -8.150  -3.866  -2.322
O  -5.232  -1.789  0.819
C  -3.897  -1.453  1.054
C  -3.090  -2.647  0.518
H  -9.328  0.439  1.241
H  -9.538  -0.552  2.727
H  -8.181  0.562  2.641
H  -7.226  -1.557  2.117
H  -8.706  -1.981  1.198
H  -8.020  -1.764  -2.320
H  -6.686  -2.606  -3.288
H  -8.524  -4.134  -3.310
H  -7.621  -4.614  -1.731
H  -9.102  -3.705  -1.815
H  -3.567  -0.519  0.599
H  -3.856  -1.321  2.135
H  -3.150  -2.664  -0.570
H  -2.050  -2.508  0.816
H  -3.428  -3.629  0.849
C  -3.096  -0.141  -3.609
C  -3.713  -1.567  -3.776
O  -3.317  -2.124  -5.042
P  -4.509  -2.293  -6.115
O  -5.816  -2.751  -5.600
O  -4.552  -0.860  -6.815
C  -5.433  -0.610  -7.882
C  -4.921  -1.017  -9.264
O  -3.895  -3.324  -7.215
C  -3.159  -4.440  -6.734
C  -2.390  -5.116  -7.949
H  -3.242  0.253  -2.603
H  -2.038  -0.219  -3.859
H  -3.589  0.639  -4.189
H  -3.293  -2.374  -3.176
H  -4.787  -1.504  -3.599
H  -6.342  -1.187  -7.711
H  -5.748  0.433  -7.837
H  -4.535  -2.036  -9.243
H  -5.723  -0.903  -9.994
H  -4.077  -0.382  -9.533
H  -2.504  -4.151  -5.912
H  -3.845  -5.124  -6.233
H  -1.952  -6.088  -7.720
H  -3.091  -5.178  -8.782
H  -1.609  -4.461  -8.334
C  1.209  7.938  -0.361
C  1.030  6.713  -1.224
O  -0.306  6.735  -1.627
P  -1.423  5.631  -1.273
O  -1.377  5.178  0.152
O  -2.810  6.366  -1.646
C  -4.030  5.823  -1.181
C  -4.994  6.932  -0.656
O  -1.156  4.493  -2.399
C  -1.479  4.634  -3.740
C  -1.891  3.212  -4.261
H  2.240  8.267  -0.232
H  0.654  8.769  -0.795
H  0.816  7.753  0.639
H  1.651  6.897  -2.101
H  1.370  5.855  -0.644
H  -4.493  5.206  -1.951
H  -3.863  5.099  -0.384
H  -5.863  6.364  -0.323
H  -4.647  7.473  0.225
H  -5.151  7.692  -1.422
H  -2.319  5.296  -3.954
H  -0.659  5.093  -4.293
H  -2.684  2.815  -3.628
H  -2.344  3.280  -5.250
H  -1.188  2.380  -4.298
Br  0.974  1.867  -2.703
C  -0.008  1.964  -0.923
Br  1.248  2.074  0.632
Br  -1.186  0.308  -0.618
H  -0.689  2.812  -0.983
Br  4.680  0.710  -3.054
C  4.422  2.303  -1.884
Br  5.454  3.871  -2.595
Br  4.885  1.899  -0.024
H  3.366  2.570  -1.899

Properties
Charge: 0
Energy relative to the best compared isomer or geometry (same formula, charge and spin): 0.000 eV
Molar mass: 1598.40 g mol⁻¹
SMILES string: CCOP(=O)(OCC)OCC.CCOP(=O)(OCC)OCC.CCOP(=O)(OCC)OCC.CCOP(=O)(OCC)OCC.CCOP(=O)(OCC)OCC.CCOP(=O)(OCC)OCC.BrC(Br)Br.BrC(Br)Br

Here are the Löwdin charges for atoms 1 to 5, given in e: atom 1 (C): -0.062, atom 2 (C): -0.239, atom 3 (O): -0.155, atom 4 (P): 0.480, atom 5 (O): -0.260

Density functional theory data (the ωB97M-V functional and the def2-TZVPD basis) for a 2-piece molecular cluster, C3H5ClO overall.

Atoms and positions in Å:
C  1.850  0.193  -0.121
C  0.516  0.148  0.472
C  -0.496  -0.203  -0.491
H  1.172  2.123  0.686
H  1.742  -0.411  -1.184
H  2.667  -0.259  0.355
H  0.252  0.528  1.466
H  -0.209  -0.438  -1.586
O  2.094  1.424  -0.235
Cl  -1.976  -0.810  0.175

Properties
Charge: 0
Energy relative to the best compared isomer or geometry (same formula, charge and spin): 5.340 eV
Molar mass: 92.53 g mol⁻¹

Here are the Löwdin charges for atoms 1 to 5, given in e: atom 1 (C): -0.515, atom 2 (C): -0.200, atom 3 (C): -0.549, atom 4 (H): 0.341, atom 5 (H): 0.156

What are the frontier orbital gap values for these records? In order: 7.00, 7.54, 9.29, 8.65, 9.47, 8.33 eV.
What are the HOMO values for these records? In order: -0.10703, -0.15682, -0.32135, -0.28443, -0.37330, -0.32970 Ha.
What are the E values for these records? In order: -5939.75554, -1023.71448, -1472.78124, -857.02450, -20801.55515, -652.53707 hartree.